Entry 1:
The following is a DFT calculation (ωB97M-V with the def2-TZVPD basis set) of a molecular structure, C24H80FIO19Si2 at a distorted geometry.

* Kohn-Sham gap: 9.2 eV
* E_HOMO: -9.109 eV
* spin multiplicity: 1
* E_LUMO: 0.002 Ha

Each line ends with the Mulliken charge.
Atoms and positions in Å:
C: 1.55075 4.49162 5.01764  -0.8157
C: 0.36243 3.32077 4.94663  -0.2250
C: -0.36925 3.31924 3.44413  -0.7626
Si: 0.59360 2.16405 2.18983  0.4543
O: -0.41059 0.78804 1.78693  -0.0725
Si: 0.33787 -0.31262 0.64773  0.0806
C: -1.14296 -1.41992 -0.02804  -0.3430
O: -2.41125 -1.01976 0.65624  -0.3425
O: -2.44331 -1.51671 1.87490  -0.3201
C: 1.58343 -1.57071 1.40490  -0.1112
C: 2.78198 -0.92403 2.30996  0.2416
O: 4.06598 -0.78312 1.95517  -0.4834
F: 2.44188 -0.48175 3.71422  -0.2642
C: 1.02183 0.56709 -0.97033  -0.5692
I: 3.13880 1.14215 -0.81429  0.0188
C: 0.03080 1.74695 -1.53349  0.3434
C: 0.78161 3.13730 -1.96942  -0.7685
H: 2.42194 4.28535 4.26015  0.2453
H: 1.10964 5.58478 4.84272  0.2452
H: 2.02499 4.44863 6.10924  0.1911
H: 0.90311 2.29254 5.11047  0.2243
H: -0.39350 3.56298 5.80951  0.1742
H: -1.42104 2.78721 3.59426  0.2838
H: -0.45146 4.41284 3.03345  0.3262
H: 0.89326 3.03197 1.03210  -0.1812
H: 1.86516 1.84854 2.82555  -0.1904
H: -0.91929 -2.55188 0.19838  0.4038
H: -1.34249 -1.21081 -1.18361  0.1778
H: -2.62018 -0.73473 2.50875  0.2952
H: 1.00432 -2.34130 2.10623  0.3171
H: 2.02638 -2.23280 0.52587  0.3454
H: 0.99259 -0.29814 -1.79302  0.3933
H: -0.51426 1.33481 -2.51087  -0.0093
H: -0.85441 1.94461 -0.75790  0.2604
H: 0.01379 3.87576 -2.50866  0.3047
H: 1.64832 2.97558 -2.77271  -0.0612
H: 1.17860 3.75527 -1.02829  0.1689
C: -2.02445 -4.24607 4.38970  -0.4608
O: -2.36129 -4.01915 3.03355  -0.4790
H: -1.54241 -5.22256 4.47741  0.1529
H: -1.33459 -3.46974 4.72968  0.2744
H: -2.93194 -4.23411 4.99845  0.2688
H: -2.78694 -3.14611 2.98692  0.3033
C: 1.63238 1.62837 -5.77215  -0.3696
O: 0.52155 1.91563 -4.94293  -0.3611
H: 2.50648 2.16282 -5.39282  0.1647
H: 1.83062 0.55380 -5.75814  0.2408
H: 1.42129 1.95747 -6.79263  0.0953
H: -0.23837 1.42802 -5.30392  0.1909
C: 1.40601 0.17301 -9.37207  -0.6730
O: 1.06342 -0.30740 -8.08524  -0.3461
H: 2.14891 0.96735 -9.26855  0.2390
H: 1.82733 -0.64177 -9.96606  0.3068
H: 0.51463 0.57234 -9.86219  0.2811
H: 0.40325 -1.01055 -8.20899  0.2579
C: -4.23708 -6.95693 6.81279  -0.4973
O: -2.95582 -6.43662 7.11571  -0.4167
H: -4.92502 -6.70042 7.62180  0.2803
H: -4.59753 -6.51953 5.87847  0.2511
H: -4.17713 -8.04409 6.71931  0.1691
H: -2.36742 -6.67978 6.38071  0.2061
C: 4.05116 5.13019 -3.73470  -0.5598
O: 3.83686 3.73352 -3.82120  -0.3521
H: 4.13264 5.54027 -4.74405  0.2808
H: 3.20796 5.59809 -3.22062  0.2485
H: 4.97775 5.32450 -3.18889  0.1788
H: 3.76867 3.39784 -2.91113  0.1847
C: -1.23339 -9.50542 4.67977  -0.5902
O: -2.34422 -9.21816 5.50899  -0.4632
H: -0.35929 -8.97097 5.05910  0.2100
H: -1.03515 -10.57999 4.69379  0.2832
H: -1.44449 -9.17632 3.65929  0.2697
H: -3.10414 -9.70577 5.14800  0.2893
C: -2.20381 3.58304 -6.40794  -0.5826
O: -1.73963 2.33495 -6.88846  -0.4257
H: -3.20653 3.45366 -5.99394  0.2325
H: -1.53286 3.94572 -5.62533  0.2288
H: -2.24173 4.30038 -7.23149  0.2956
H: -0.84863 2.48104 -7.24948  0.2427
C: 5.31316 6.07090 0.11103  -0.5691
O: 5.33936 4.84294 -0.59290  -0.4220
H: 4.91826 6.84893 -0.54647  0.2279
H: 4.66791 5.97575 0.98783  0.2369
H: 6.32734 6.33721 0.41890  0.2866
H: 5.69401 4.17224 0.01533  0.2499
C: -4.03596 -0.28329 -3.08703  -0.5050
O: -3.36372 -1.30677 -2.37662  -0.4495
H: -3.36676 0.11621 -3.85263  0.1169
H: -4.92800 -0.69556 -3.56502  0.3111
H: -4.31593 0.51684 -2.39734  0.2590
H: -3.98173 -1.64179 -1.70477  0.2596
C: 4.26226 -1.97276 -3.55311  -0.4937
O: 4.58929 -0.63548 -3.88297  -0.4898
H: 4.65329 -2.63571 -4.32847  0.2692
H: 4.71368 -2.23303 -2.59256  0.2472
H: 3.17613 -2.08040 -3.49845  0.2064
H: 4.22972 -0.07091 -3.17761  0.1747
C: -1.05245 5.56639 7.99761  -0.5459
O: -1.38929 5.79332 6.64147  -0.4690
H: -0.57041 4.58991 8.08532  0.2203
H: -0.36259 6.34272 8.33759  0.2493
H: -1.95994 5.57835 8.60637  0.2940
H: -1.81494 6.66636 6.59483  0.2797
C: 5.53671 4.21566 5.80763  -0.2449
O: 5.83522 4.21688 4.42380  -0.4751
H: 5.91610 5.13798 6.25369  0.2277
H: 4.45418 4.16409 5.94786  -0.0354
H: 6.01788 3.35809 6.28439  0.2713
H: 5.48683 3.38712 4.05545  0.2892
C: -2.01369 -3.59737 -7.50845  -0.5457
O: -1.68666 -2.26008 -7.83831  -0.4533
H: -1.62267 -4.26031 -8.28381  0.2549
H: -1.56227 -3.85764 -6.54790  0.2843
H: -3.09982 -3.70500 -7.45380  0.1684
H: -2.04623 -1.69551 -7.13296  0.2655
C: -2.36267 -3.91320 10.26737  -0.5140
O: -2.06416 -3.91199 8.88354  -0.4657
H: -1.98328 -2.99088 10.71343  0.2105
H: -3.44520 -3.96477 10.40760  0.2336
H: -1.88150 -4.77077 10.74413  0.2364
H: -2.41255 -4.74175 8.51519  0.3103
C: -5.58486 -3.38279 -9.29494  -0.4345
O: -5.91199 -4.00351 -8.06540  -0.5003
H: -4.61344 -2.89236 -9.19791  0.1353
H: -5.53219 -4.13809 -10.08293  0.2586
H: -6.34440 -2.63657 -9.54092  0.2574
H: -6.77810 -4.42992 -8.18193  0.2951

---

Entry 2:
The following is a DFT calculation (ωB97M-V with the def2-TZVPD basis set) of a molecular structure, C25H12Cl5MgN5O10S at a distorted geometry.

* ΔE to the lowest compared entry with this formula, charge and spin: 0.0 kJ/mol
* net charge: -2
* Kohn-Sham gap: 5.8 eV
* E_HOMO: -2.688 eV
* spin multiplicity: 1
* E_LUMO: 0.113 Ha

Each line ends with the Mulliken charge.
Atoms and positions in Å:
Mg: -0.18997 0.26294 0.89884  1.2061
O: 1.35015 0.20861 -0.63695  -0.4625
C: 2.28812 0.97222 -0.80474  -0.2554
C: 2.50164 2.24439 -0.15623  0.8758
C: 3.65140 2.94426 -0.49462  -0.4809
C: 3.90981 4.18478 0.05022  -0.4511
C: 2.99300 4.76899 0.95483  -0.4228
C: 1.85635 4.11056 1.29486  -0.7339
C: 1.53834 2.80141 0.77060  0.2521
O: 0.48298 2.22358 1.10567  -0.4543
N: 5.10338 4.89023 -0.31087  0.9853
O: 5.26917 6.02233 0.13504  -0.6799
O: 5.85313 4.39697 -1.14695  -0.6635
H: 3.06303 0.69456 -1.54307  0.1934
H: 4.35646 2.51542 -1.19582  0.5226
H: 3.21958 5.74337 1.36392  0.4556
H: 1.14289 4.53818 1.98713  0.4221
Cl: -3.35232 -0.55578 1.88048  -0.2115
C: -2.39916 -1.98113 1.51582  1.0144
C: -1.13344 -1.81491 0.96767  -1.5817
C: -0.49966 -3.00882 0.64058  1.0235
Cl: 1.05321 -2.94140 -0.16471  -0.2216
C: -1.03320 -4.27406 0.88070  -0.3504
Cl: -0.17554 -5.72182 0.45532  -0.2354
C: -2.28754 -4.37796 1.47241  0.5902
Cl: -2.97807 -5.93314 1.80208  -0.2388
C: -2.98612 -3.21713 1.78692  -0.4294
Cl: -4.56191 -3.34477 2.50452  -0.2393
O: -3.25714 2.19537 -0.87226  -0.7598
C: -2.25816 1.56845 -1.22226  0.1331
O: -1.44962 0.89187 -0.54046  -0.0527
C: -1.91892 1.60324 -2.72234  0.0674
C: -2.79207 2.22167 -3.60484  -0.6524
C: -2.47395 2.26466 -4.95155  0.0063
C: -1.30767 1.72625 -5.46086  -0.4631
C: -0.45698 1.13060 -4.55084  0.0114
C: -0.73748 1.04715 -3.19664  -0.2641
N: 0.80986 0.57228 -5.06160  1.0305
O: 1.60986 0.15533 -4.25408  -0.5940
O: 0.93630 0.47329 -6.27097  -0.6469
N: -3.40240 2.91449 -5.89244  1.0513
O: -3.09195 2.94444 -7.07048  -0.6527
O: -4.44608 3.35217 -5.45320  -0.6283
H: -3.70011 2.65874 -3.21541  0.6021
H: -1.07063 1.77284 -6.51056  0.5825
H: -0.05889 0.56349 -2.50541  0.5673
C: 0.30030 0.79936 7.25001  -1.2445
C: 0.00659 0.74861 5.77433  1.1262
C: -1.17293 1.29389 5.26644  -1.2382
C: -1.37088 1.15208 3.90750  -0.1180
N: -0.49243 0.55277 3.12052  -0.1405
C: 0.66636 0.09250 3.67261  0.1728
S: 1.81043 -0.55002 2.58652  -0.4911
N: 0.90937 0.16463 5.00749  -0.6516
H: -0.45813 0.24911 7.81156  0.2843
H: 0.29366 1.83045 7.61003  0.2978
H: 1.27620 0.35808 7.43935  0.3478
H: -1.89986 1.78380 5.89956  0.3180
H: -2.26740 1.52497 3.42470  0.5705

---

Entry 3:
The following is a DFT calculation (ωB97M-V with the def2-TZVPD basis set) of a molecular structure, C25H12F15GeN2O6P2RhS2 at a distorted geometry.

* ΔE to the lowest compared entry with this formula, charge and spin: 223.8 kJ/mol
* Kohn-Sham gap (spin up / spin down): 6.9 / 7.0 eV
* E_HOMO (spin up / spin down): -8.931 / -8.909 eV
* spin multiplicity: 1
* E_LUMO (spin up / spin down): -0.075 / -0.072 Ha

Each line ends with the Mulliken charge.
Atoms and positions in Å:
Rh: 2.24252 0.87656 -0.41345  0.7923
N: 0.78842 5.00876 -0.71135  -0.1281
C: 0.73062 3.84216 0.20185  0.5269
C: -0.02298 4.19976 1.45565  -1.9988
P: 2.52532 3.57996 0.60655  0.9788
O: 2.99042 3.36236 -0.98145  -0.7107
O: 2.99992 4.89226 1.08095  -0.8725
O: 2.79992 2.29956 1.32975  -0.5753
P: -0.20978 2.49876 -0.63625  0.6084
O: 0.74372 2.30026 -1.96465  -0.5605
O: -1.53138 3.00926 -1.03325  -0.8064
O: -0.07648 1.26356 0.21365  -0.4002
H: 1.32632 5.74036 -0.21355  0.4088
H: -0.15398 5.30836 -0.99205  0.3677
H: 1.32672 4.70866 -1.53595  0.3755
H: 0.47272 5.00376 2.00135  0.5105
H: -0.05358 3.31636 2.09355  0.3905
H: -1.04648 4.49176 1.21585  0.4181
H: 3.93942 3.21996 -1.04255  0.3786
H: 0.22382 1.96546 -2.69995  0.3547
S: 4.12762 0.41276 -1.92395  -0.2503
C: 4.61512 -0.62334 -0.61445  0.7229
C: 5.63732 -1.56194 -0.68825  -0.7524
C: 5.91322 -2.30144 0.44715  -0.1198
C: 5.18002 -2.07684 1.60345  -0.8918
C: 4.16712 -1.12564 1.58905  -0.4035
N: 3.90652 -0.42784 0.50155  -0.0244
H: 6.17402 -1.69644 -1.61375  0.4302
H: 6.69662 -3.04204 0.42425  0.4014
H: 5.39122 -2.62864 2.50335  0.4179
H: 3.56562 -0.91664 2.46125  0.5628
F: -1.78048 0.56286 2.09065  -0.3870
C: -2.66318 0.87146 1.13195  -0.1196
C: -2.58098 0.23146 -0.09185  -0.6803
C: -3.56428 0.50936 -1.01855  1.0970
F: -3.56638 -0.14484 -2.18245  -0.2696
C: -4.57978 1.42476 -0.76355  0.2270
F: -5.52708 1.66466 -1.67215  -0.3297
C: -4.61308 2.08436 0.45775  0.7044
F: -5.56908 2.97656 0.71385  -0.3263
C: -3.65368 1.79666 1.42105  0.2989
F: -3.69818 2.40226 2.61325  -0.3522
Ge: -1.01208 -1.01574 -0.36765  1.9227
S: 1.10192 -1.08494 -1.04815  -0.5129
C: -1.14958 -2.00854 1.36005  -0.6233
C: -2.38828 -2.55144 1.63895  0.9389
F: -3.34188 -2.41684 0.69925  -0.3812
C: -2.65658 -3.21654 2.82445  0.2528
F: -3.86228 -3.73144 3.06935  -0.3094
C: -1.63518 -3.33954 3.76565  0.5578
F: -1.85898 -3.97934 4.91245  -0.3079
C: -0.38248 -2.78944 3.51375  -0.0663
F: 0.59422 -2.91774 4.41685  -0.3142
C: -0.16298 -2.11134 2.31845  -0.1614
F: 1.02502 -1.54724 2.08625  -0.0726
C: -1.50568 -2.31634 -1.83645  -0.0982
C: -1.55408 -3.68604 -1.67895  0.0249
F: -1.44198 -4.19964 -0.44465  -0.2621
C: -1.68038 -4.54664 -2.76205  0.0353
F: -1.67248 -5.86944 -2.58545  -0.2990
C: -1.78448 -4.01684 -4.04375  0.5110
F: -1.93738 -4.83114 -5.08845  -0.3002
C: -1.69978 -2.63984 -4.23495  -0.1360
F: -1.75258 -2.13644 -5.46905  -0.2970
C: -1.52158 -1.82414 -3.12925  0.1676
F: -1.31388 -0.50264 -3.28115  -0.2833

---

Number 1: energy -3368.043517 Ha. Number 2: energy -4885.363231 Ha. Number 3: energy -6685.508591 Ha.